{
  "formula": "C2H5IN4",
  "method": "ωB97M-V/def2-TZVPD",
  "total_energy_ha": -595.7315,
  "gap_ev": 7.62,
  "lumo_energy_ev": -0.2,
  "de_lowest_ev": 2.311,
  "symbols": ["C", "C", "N", "N", "N", "N", "I", "H", "H", "H", "H", "H"],
  "coordinates": [[-2.2458, 1.9938, -0.4046], [0.9998, -1.7850, 0.2541], [-1.3428, 1.3554, 0.1647], [-0.4791, 0.4481, 0.0500], [0.8052, 0.5964, 0.1822], [1.5762, -0.4467, 0.4130], [3.4272, -0.1317, -0.2858], [-3.0718, 2.3122, 0.2992], [-2.5477, 2.0289, -1.4230], [1.2177, -2.1602, -0.6967], [1.6438, -2.4224, 0.8530], [0.0172, -1.7888, 0.5938]],
  "lowdin_charge": [-0.0386, -0.1639, -0.0621, -0.0316, -0.1261, -0.7195, 0.8513, 0.0815, 0.0491, 0.0405, 0.0691, 0.0503]
}

{
  "formula": "C3MnO",
  "method": "ωB97M-V/def2-TZVPD",
  "total_energy_ha": -1339.5106,
  "spin_multiplicity": 6,
  "charge": 2,
  "gap_ev": [9.23, 8.79],
  "lumo_energy_ev": [-12.0, -12.6],
  "s_squared": 8.7638,
  "symbols": ["C", "C", "O", "C", "Mn"],
  "coordinates": [[-1.5656, -0.7797, -0.0288], [-0.3975, 0.1757, 0.2738], [-1.7282, 0.4637, -0.0750], [0.8190, 0.0628, -0.0356], [2.8722, 0.0774, -0.1344]],
  "lowdin_spin": [0.0367, 0.0628, 0.0326, -0.0243, 4.8922]
}